{"formula": "C27H70AsN2O4PPdSi5", "method": "the ωB97M-V functional and the def2-TZVPD basis", "elements": ["H", "C", "H", "C", "H", "C", "C", "H", "H", "H", "H", "C", "H", "H", "H", "C", "C", "H", "Si", "H", "Si", "H", "H", "H", "H", "C", "H", "H", "O", "H", "C", "H", "H", "C", "H", "O", "H", "C", "Si", "C", "C", "H", "H", "H", "H", "H", "H", "C", "H", "H", "H", "Si", "H", "H", "H", "C", "C", "H", "C", "C", "H", "Pd", "H", "C", "H", "N", "H", "H", "O", "H", "C", "C", "H", "H", "H", "H", "H", "H", "H", "H", "N", "H", "H", "C", "H", "As", "H", "H", "Si", "H", "C", "H", "H", "H", "H", "H", "H", "C", "H", "H", "C", "C", "O", "H", "C", "H", "H", "P", "H", "H", "H"], "coordinates": [[-5.09059, -2.71622, -0.74879], [-2.80207, -2.87964, 2.43957], [-3.01910, -1.99384, 3.04012], [1.12597, -4.97378, -1.51830], [-3.74710, 3.34616, 0.13987], [-4.39706, -0.78552, -2.48996], [-2.14625, 1.10845, -2.38620], [-3.06388, 1.83516, 3.91179], [-2.18927, 5.16633, 1.75209], [-2.47329, 4.55189, -0.94975], [-4.47623, 2.68505, 1.60112], [2.29441, -4.01014, -1.41702], [0.63273, 4.04074, 3.49559], [4.09067, 1.00172, -1.91474], [-1.46619, 5.46095, -2.07584], [-1.58244, 4.49481, -1.57586], [-2.13807, 4.40752, 2.53385], [-3.51447, -3.66015, 2.72228], [-2.98740, -2.58833, 0.60269], [2.50554, 1.79052, -1.87024], [-0.02188, 4.18831, -0.61082], [3.69340, -5.42623, -0.60563], [2.20685, -2.80530, 2.84797], [-2.05461, -4.86758, 0.36031], [-1.07058, -3.68356, -0.49521], [1.86650, 0.94031, 3.25371], [-1.61928, -1.42863, -3.92433], [0.68815, -5.16750, -0.53949], [1.69193, -2.74918, -1.01238], [3.27434, -4.86002, -3.12006], [1.90536, -2.74415, 3.89108], [-2.56352, 1.29963, -3.37924], [3.29594, 3.17915, 0.32388], [2.62553, 0.16255, -3.26039], [3.22050, -1.44686, -4.57582], [1.76057, -0.59627, 0.19348], [-2.31144, 0.48598, 3.03035], [-3.66730, 2.54605, 0.87659], [1.68675, 2.30769, 2.01420], [-2.09913, -3.97747, -0.27149], [-2.19393, 1.52720, 3.32456], [0.44177, -1.40510, 5.88335], [-0.08871, -3.10114, 5.78547], [2.04786, -0.00486, 2.74879], [-5.34051, -1.80911, 0.73717], [2.57429, -2.05632, 4.41354], [1.38461, 5.20092, -2.26409], [3.26950, -4.45567, -0.33825], [1.97563, -3.73350, 4.34295], [1.47178, -5.92219, -1.93372], [2.74596, 1.20695, 3.84871], [-2.61881, -0.63169, -1.88740], [4.07600, -3.73248, -0.23102], [0.94597, -0.21448, -4.55427], [-1.30595, 1.59827, 3.95688], [-1.56702, -1.80210, -2.89758], [1.37031, 4.19089, -1.84150], [-3.06499, 4.46405, 3.11296], [-4.82998, -2.67360, 0.30512], [0.27732, 5.68580, 0.47418], [1.00824, 0.84729, 3.91971], [-0.40171, -0.60899, -0.30507], [-1.94797, -2.82288, -2.87379], [1.59749, 3.88601, 3.01075], [2.29775, -3.43130, -3.49181], [0.52341, -2.28032, 3.96727], [-4.71239, -1.82557, -2.57726], [4.07253, 2.46541, 1.74178], [3.93548, -1.46083, -0.93280], [-2.79694, -0.10509, 0.53973], [1.52897, 0.63725, -4.20135], [3.67749, -0.62835, -4.01884], [-3.84161, 1.61063, 0.35575], [-2.56966, -4.25993, -1.21460], [-1.80451, -3.23258, 2.69245], [-0.29380, 6.51024, 0.03847], [0.35123, -4.56974, -2.17224], [2.74854, -4.55872, 0.61560], [1.82117, 4.76984, 2.41536], [0.84962, 1.32721, -3.69773], [-0.35815, -1.03556, 2.02617], [2.35531, 3.80943, 3.79588], [3.86975, -3.24582, -2.69044], [3.25129, 2.34777, 1.02781], [-4.48457, -0.33265, -3.48094], [-0.18000, 2.10531, 0.52473], [-1.06461, 1.26275, -2.43581], [1.23731, 3.47905, -2.65587], [-2.07843, 2.66895, 1.85721], [1.96367, 1.14509, -5.06389], [-2.42096, -0.92370, -0.06636], [-1.75070, 3.73316, -2.33432], [4.42281, -1.02683, -3.33434], [-5.22527, -3.57015, 0.79004], [-2.55337, 1.84416, -1.69304], [-0.00497, 5.59598, 1.51871], [2.34272, 4.00457, -1.38818], [2.98258, -3.86991, -2.76456], [3.39458, 1.41707, 0.48427], [3.59685, 2.08246, -3.23442], [3.24817, 1.33176, -2.52125], [0.03182, -1.62034, 2.93961], [1.91373, -0.68818, -2.32275], [-1.12760, -1.81442, 5.15229], [-0.09654, -2.13789, 5.27596], [4.17161, 0.03602, -4.73103], [1.33572, 5.95154, 0.43527], [2.46194, -1.33098, -0.94975], [-0.50267, -1.83876, -2.62287], [-5.09809, -0.27980, -1.82284], [-1.31240, 4.65996, 3.19850]], "lowdin_charge": [0.01, -0.19, 0.02, -0.04, 0.02, -0.18, -0.21, 0.04, 0.02, 0.01, 0.04, -0.62, 0.01, 0.08, 0.04, -0.21, -0.21, 0.04, 0.42, 0.05, 0.26, 0.09, 0.09, 0.04, 0.00, -0.21, 0.04, 0.08, -0.20, 0.09, -0.02, 0.04, 0.02, -0.61, 0.08, -0.42, 0.00, -0.21, 0.28, -0.17, -0.21, 0.09, 0.09, 0.01, 0.04, 0.09, 0.04, -0.03, 0.09, 0.09, 0.04, 0.35, 0.07, 0.09, 0.02, -0.16, -0.22, 0.04, -0.18, -0.21, 0.02, 0.61, 0.02, -0.21, 0.09, -0.18, 0.02, 0.04, -0.27, -0.02, -0.02, -0.03, 0.00, 0.03, 0.01, 0.04, 0.08, 0.08, 0.01, 0.06, 0.20, 0.04, 0.07, -0.20, 0.03, 0.86, 0.00, 0.02, 0.26, 0.09, -0.42, 0.01, 0.07, 0.03, 0.00, -0.01, 0.01, -0.03, 0.01, 0.10, -0.04, -0.30, -0.21, 0.09, -0.03, 0.09, 0.03, 0.25, 0.02, 0.04, 0.01], "lumo_energy_ev": [-0.7268, -0.7219], "energy_ev": -153308.618, "fmax_ha_per_bohr": 0.039, "e_homo_ev": [-7.9, -7.9], "gap_ev": [7.1, 7.1]}